The following is a DFT calculation (the ωB97M-V functional and the def2-TZVPD basis) of a structure of composition C39H34Br2KN7O6S.

Properties
Net charge: -2
HOMO-LUMO gap: 0.226 Eh
HOMO: -2.609 eV

XYZ file:
```
90
Properties=species:S:1:pos:R:3:forces:R:3
K 0.1762 0.0997 0.6661 -0.08 -0.10 -0.24
O -5.1997 -5.4082 0.3389 -0.09 0.06 0.17
C -4.8970 -4.5596 1.4499 0.00 -0.09 -0.21
C -3.9154 -3.5082 1.0286 0.05 -0.05 -0.03
C -4.0319 -2.2140 1.5044 -0.03 0.10 0.07
C -3.0494 -1.2930 1.1739 0.25 -0.10 -0.13
N -2.0095 -1.5928 0.4017 -0.29 -0.11 0.17
C -1.9112 -2.8335 -0.0839 0.37 0.26 -0.28
C -2.8381 -3.8205 0.2120 -0.11 -0.14 0.04
C -0.7244 -3.0969 -0.9768 -0.16 0.35 0.32
C -0.7178 -4.1480 -1.8777 -0.02 -0.12 -0.13
C 0.3971 -4.3272 -2.6827 -0.07 0.00 -0.02
C 0.4377 -5.3756 -3.7519 -0.16 -0.15 0.13
O -0.4234 -6.4617 -3.4009 0.14 -0.02 -0.14
C 1.4642 -3.4626 -2.5352 0.11 0.07 -0.03
C 1.3669 -2.4291 -1.6207 -0.25 0.13 0.17
N 0.2903 -2.2369 -0.8609 0.16 -0.29 -0.10
H -5.8390 -6.0632 0.6363 0.08 0.01 -0.04
H -4.4589 -5.1475 2.2607 0.04 -0.07 0.08
H -5.7967 -4.0751 1.8344 -0.10 0.01 -0.01
H -4.8605 -1.9223 2.1403 0.02 -0.02 -0.03
H -3.0888 -0.2755 1.5533 0.03 -0.06 -0.04
H -2.7193 -4.8261 -0.1688 -0.02 0.03 0.03
H -1.5711 -4.8030 -1.9813 0.03 0.00 -0.01
H 1.4673 -5.7161 -3.8801 0.07 -0.07 0.01
H 0.1132 -4.9222 -4.6917 -0.05 0.03 -0.10
H -0.3501 -7.1301 -4.0892 -0.04 0.08 0.05
H 2.3605 -3.5672 -3.1365 -0.04 -0.01 0.02
H 2.1714 -1.7134 -1.4922 -0.04 -0.02 0.02
C -1.3323 2.8227 -2.9203 0.02 0.18 0.04
C -1.7654 1.3669 -2.8718 0.19 0.21 0.37
C -3.2840 1.2581 -2.8276 -0.14 0.02 -0.04
O -1.2180 0.7583 -1.7086 -0.26 0.25 0.08
C -1.2341 0.6164 -4.1144 -0.49 -0.75 -0.44
O -1.5620 1.0768 -5.2268 0.27 0.09 0.10
O -0.6208 -0.4538 -3.8519 0.16 0.29 -0.04
H -1.7962 3.3873 -2.1024 0.04 -0.02 -0.05
H -1.6207 3.2634 -3.8749 -0.02 0.00 0.02
H -0.2445 2.8911 -2.8202 -0.06 -0.02 -0.01
H -3.6744 1.8172 -1.9698 0.03 -0.03 -0.03
H -3.5787 0.2122 -2.7158 0.04 0.02 -0.02
H -3.7171 1.6499 -3.7504 0.01 0.00 0.05
H -0.7915 -0.0327 -2.0970 0.17 -0.21 -0.10
Br -0.2040 -0.2111 6.1407 0.00 -0.04 0.00
C -0.5399 1.3841 5.1755 -0.09 0.32 0.02
C -0.8178 2.5503 5.8917 0.07 -0.22 0.05
C -1.0860 3.7354 5.2627 0.00 0.00 -0.23
Br -1.4614 5.2797 6.3247 0.00 -0.01 -0.03
C -1.0881 3.8087 3.8463 -0.01 0.06 0.08
C -1.3662 4.9766 3.0996 0.01 -0.02 0.13
C -1.3569 4.9371 1.7360 0.00 0.02 -0.13
C -1.0503 3.7253 1.0900 0.06 -0.03 0.15
N -0.7733 2.6260 1.7478 -0.05 -0.02 0.41
C -0.7968 2.6328 3.1112 0.06 -0.22 -0.39
C -0.5118 1.3250 3.7600 -0.09 0.12 -0.17
O -0.2926 0.3002 3.0803 -0.15 0.19 0.62
H -0.8206 2.5087 6.9735 0.00 -0.02 -0.01
H -1.5884 5.8944 3.6280 -0.01 0.02 -0.01
H -1.5763 5.8219 1.1507 0.00 -0.01 0.00
H -1.0249 3.6635 0.0049 -0.02 -0.02 0.06
N 1.8126 0.9643 -1.2277 0.47 -0.01 0.08
S 3.0588 1.3561 -0.3534 -0.30 -0.16 -0.08
C 4.5800 1.0556 -1.2430 0.16 0.06 -0.10
C 4.8384 1.7450 -2.4236 0.10 -0.05 -0.04
C 5.9646 1.4259 -3.1620 0.07 -0.08 0.04
C 6.8285 0.4258 -2.7142 -0.10 0.05 0.05
C 6.5599 -0.2546 -1.5351 -0.10 0.05 0.01
C 5.4235 0.0526 -0.7864 0.04 -0.01 -0.03
C 3.1743 3.1499 -0.2526 0.00 0.10 -0.11
C 2.0526 3.8623 -0.6343 0.00 0.25 0.01
C 2.0438 5.2479 -0.4896 0.00 -0.09 0.01
C 3.1466 5.8991 0.0403 0.06 -0.07 0.01
C 4.2679 5.1675 0.4296 -0.07 0.01 -0.02
C 4.2850 3.7898 0.2863 0.00 0.02 0.01
H 1.8504 1.2855 -2.1956 0.04 0.03 0.06
H 4.1616 2.5227 -2.7636 0.01 -0.05 0.04
H 6.1681 1.9490 -4.0888 0.01 -0.01 0.02
H 7.7083 0.1741 -3.2938 0.00 0.01 -0.01
H 7.2220 -1.0420 -1.1955 -0.01 0.03 -0.01
H 5.1667 -0.4944 0.1204 -0.01 0.07 -0.12
H 1.1952 3.3258 -1.0281 0.06 0.00 0.03
H 1.1650 5.8097 -0.7820 0.02 0.00 0.00
H 3.1359 6.9757 0.1597 0.00 -0.01 0.00
H 5.1286 5.6724 0.8507 -0.01 0.01 -0.01
H 5.1558 3.2162 0.5878 -0.06 0.02 -0.02
N 3.5974 -1.5084 1.4000 -0.17 -0.04 -0.02
C 3.6964 -2.6294 1.7114 0.42 -0.22 0.12
N 3.8286 -3.9112 1.9227 -0.20 -0.04 -0.04
C 4.3640 -4.4270 3.0041 0.04 0.23 -0.11
N 4.8458 -4.9907 3.9029 -0.06 0.02 -0.04
```
Positions in Å, forces in eV/Å.

Partial atomic charges computed with the Löwdin method, in multiples of e: 0.7073, -0.0623, -0.2107, -0.2002, -0.0171, -0.0974, 0.0885, -0.1777, 0.0410, -0.1878, 0.0435, -0.1886, -0.2046, -0.0675, -0.0043, -0.0998, 0.0932, 0.0784, 0.1253, 0.1127, 0.1078, 0.1190, 0.1166, 0.1117, 0.1171, 0.1290, 0.0780, 0.1143, 0.0938, -0.0286, -0.5538, -0.0263, -0.1166, -0.6645, -0.0500, -0.0477, 0.0640, 0.0793, 0.0710, 0.0754, 0.0864, 0.0789, 0.0388, 0.7084, -0.6239, -0.2124, -0.6543, 0.6674, -0.2083, -0.0583, -0.0689, -0.1467, 0.1032, -0.1256, -0.4628, -0.1834, 0.0813, 0.0653, 0.0943, 0.0870, -0.3839, 0.9792, -0.3859, -0.0817, -0.0883, -0.0977, -0.0778, -0.0718, -0.3804, -0.0809, -0.0756, -0.0962, -0.0901, -0.0803, 0.0204, 0.1161, 0.0976, 0.0935, 0.1023, 0.0647, 0.0796, 0.1027, 0.0944, 0.0969, 0.1144, 0.0817, -0.4188, 0.0082, -0.4875, 0.0177

The following is a DFT calculation (the ωB97M-V functional and the def2-TZVPD basis) of the ion C4H10NOS with charge +1.

Properties
Net charge: +1
HOMO-LUMO gap (alpha / beta): 0.233 / 0.233 Eh
Energy above the lowest of the compared OMol25 structures with the same formula, charge and spin: 338.4 kJ/mol
HOMO (alpha / beta): -12.071 / -12.071 eV

XYZ file:
```
17
Properties=species:S:1:pos:R:3:forces:R:3
C 0.4781 1.1655 -0.3013 1.95 -1.72 -0.67
C -0.7088 1.1289 0.7256 1.58 -0.69 -0.82
C -2.8839 -0.5820 0.2272 -0.20 2.74 1.09
C 1.8554 -1.1990 -0.3211 -1.44 3.72 0.87
N 0.8594 -0.1628 -0.8318 -1.97 0.45 -2.04
O -3.9678 -1.0232 -0.2975 0.59 -0.72 -1.49
S -2.2078 0.9018 -0.2838 -0.08 -1.38 0.71
H 0.4545 1.9465 -1.1371 -0.87 -1.11 1.04
H 1.3402 1.5299 0.2414 0.20 0.13 0.64
H -0.5461 0.3215 1.5200 -0.44 1.23 -1.22
H -0.6006 2.1380 1.0929 -1.20 0.32 0.74
H -2.7054 -0.9526 1.2367 0.47 -0.32 -0.27
H 2.7750 -1.1332 -0.8778 0.29 -0.35 -0.12
H 2.0143 -0.8926 0.7465 0.17 -0.60 -0.87
H 1.3248 -2.1040 -0.3602 -0.05 -1.48 -0.05
H 0.3431 -0.3250 -1.7536 1.62 -0.19 1.92
H -3.9887 -0.7824 -1.2555 -0.63 -0.03 0.55
```
Positions in Å, forces in eV/Å.

Partial atomic charges computed with the Löwdin method, in multiples of e: -0.3189, -0.3850, -0.3841, -0.0562, -0.1665, 0.0969, 1.1206, 0.1414, 0.1078, 0.1288, 0.0824, 0.1314, 0.0695, 0.0939, 0.0505, 0.1237, 0.1638

The following is a DFT calculation (the ωB97M-V functional and the def2-TZVPD basis) of an isolated molecule of C17H20N4O.

Properties
Net charge: 0
SMILES string: COCCNc1cc(C)nc2cc(-c3ccc(C)cc3)nn12
HOMO-LUMO gap: 0.317 Eh
Energy above the lowest of the compared OMol25 structures with the same formula, charge and spin: 155.0 kJ/mol
HOMO: -7.904 eV

XYZ file:
```
42
Properties=species:S:1:pos:R:3:forces:R:3
C -5.8686 -3.0391 0.5149 -0.03 0.03 0.02
O -4.7605 -3.3917 -0.2785 0.08 0.01 -0.19
C -3.5608 -2.7485 0.0622 0.12 0.18 0.04
C -3.5151 -1.2712 -0.3574 -0.37 -0.10 -0.08
N -2.2043 -0.7393 -0.0990 0.46 0.01 -0.02
C -1.8938 0.5786 -0.0810 -0.43 -0.22 0.09
C -2.7532 1.6586 -0.0693 0.05 -0.22 -0.04
C -2.2228 2.9633 0.0101 0.17 -0.07 -0.01
C -3.1488 4.1383 0.0291 0.00 -0.01 0.01
N -0.9377 3.2154 0.0669 -0.13 0.67 0.04
C -0.1025 2.1757 0.0455 0.19 -0.56 -0.04
C 1.2784 2.0670 0.0756 -0.12 -0.16 -0.01
C 1.5502 0.6909 0.0162 -0.91 0.41 0.00
C 2.8443 0.0279 0.0167 0.46 -0.37 -0.01
C 4.0346 0.7528 0.0217 -0.25 -0.07 -0.01
C 5.2519 0.1014 0.0246 0.05 -0.08 0.01
C 5.3232 -1.2867 0.0227 -0.02 0.03 0.03
C 6.6488 -1.9851 0.0035 -0.01 0.01 -0.08
C 4.1352 -2.0086 0.0164 0.07 0.03 0.00
C 2.9149 -1.3649 0.0136 -0.08 0.18 -0.01
N 0.4191 -0.0247 -0.0458 0.43 -0.85 -0.03
N -0.5682 0.8674 -0.0274 0.21 0.92 0.03
H -6.6663 -3.7278 0.2441 -0.04 0.06 0.07
H -5.6410 -3.1474 1.5819 -0.02 0.00 -0.01
H -6.2026 -2.0136 0.3241 -0.02 -0.02 0.02
H -2.7807 -3.2982 -0.4726 0.04 0.08 0.10
H -3.3707 -2.8255 1.1434 0.03 0.00 -0.10
H -3.7855 -1.1975 -1.4213 -0.03 0.02 0.15
H -4.2415 -0.6966 0.2235 -0.01 -0.05 -0.07
H -1.4047 -1.3405 -0.2507 0.02 0.03 0.03
H -3.8185 1.5152 -0.1219 -0.10 -0.08 -0.01
H -3.8087 4.0840 0.8935 -0.09 0.03 0.04
H -2.5682 5.0541 0.0772 0.00 0.04 0.00
H -3.7656 4.1475 -0.8679 -0.09 0.03 -0.05
H 1.9708 2.8785 0.1349 0.12 0.21 0.01
H 4.0086 1.8316 0.0227 -0.01 0.12 0.00
H 6.1659 0.6791 0.0294 0.08 0.05 0.01
H 7.3978 -1.4109 0.5445 0.08 -0.02 0.03
H 6.5731 -2.9752 0.4474 0.06 -0.06 0.03
H 6.9935 -2.1017 -1.0249 0.09 -0.05 -0.02
H 4.1704 -3.0894 0.0155 0.01 -0.10 0.01
H 1.9945 -1.9278 0.0118 -0.06 -0.07 0.00
```
Positions in Å, forces in eV/Å.

Partial atomic charges computed with the Löwdin method, in multiples of e: -0.1091, -0.1844, -0.2212, -0.1667, 0.0615, -0.2227, 0.0317, -0.3406, -0.0377, 0.1531, -0.2519, 0.0497, -0.2362, -0.1717, -0.0222, -0.0447, -0.2840, -0.0550, -0.0432, -0.0248, 0.1270, -0.0133, 0.0904, 0.0915, 0.0834, 0.1292, 0.1291, 0.1382, 0.1130, 0.1278, 0.1039, 0.0808, 0.0761, 0.0806, 0.1003, 0.1048, 0.1107, 0.0759, 0.0747, 0.0838, 0.1095, 0.1025

The following is a DFT calculation (the ωB97M-V functional and the def2-TZVPD basis) of a structure of composition C27H76N6O9.

Properties
Net charge: 0
HOMO-LUMO gap: 0.258 Eh
Energy above the lowest of the compared OMol25 structures with the same formula, charge and spin: 1995.5 kJ/mol
HOMO: -6.645 eV

XYZ file:
```
118
Properties=species:S:1:pos:R:3:forces:R:3
C 0.9130 -0.1971 0.0882 0.02 2.03 -0.67
O -0.0935 -0.5916 -0.7947 6.55 2.99 7.00
H 0.8015 0.8655 0.3037 0.14 -0.91 -0.87
H 0.7375 -0.7067 1.0356 0.68 -0.05 -0.50
H 1.8864 -0.3192 -0.3870 0.00 0.07 0.90
H 0.1152 -0.3224 -1.6922 1.58 0.03 3.66
C -1.9895 0.5619 -2.0688 -2.24 0.68 -0.34
C -3.2281 -0.2681 -2.3934 -0.01 0.35 1.77
C -4.1319 -0.5477 -1.1684 -0.43 -0.24 -0.82
O -3.4942 -1.2907 -0.1804 -2.22 2.10 2.01
C -4.2108 -1.5412 1.0343 -1.51 0.92 -0.41
N -4.0550 0.4649 -3.3260 -0.05 -0.05 -0.96
H -2.3075 1.5404 -1.7089 -0.67 -0.08 -0.08
H -1.4046 0.7462 -2.9699 -1.38 0.33 -0.02
H -1.2789 0.1661 -1.3432 -1.99 0.52 -0.06
H -2.9640 -1.2490 -2.7887 -0.32 0.23 -0.44
H -4.9216 -1.1922 -1.5543 -0.68 0.34 -0.13
H -4.5288 0.3916 -0.7832 -0.19 0.14 0.12
H -3.7128 -2.0547 1.8567 0.85 -0.19 -0.84
H -5.1167 -2.0967 0.7916 -0.15 -0.20 0.00
H -4.5328 -0.5944 1.4681 -0.11 0.25 -0.04
H -3.3922 0.7092 -4.0479 -0.14 -0.16 -0.84
H -4.2158 1.3924 -2.9601 -0.39 0.18 0.57
C 3.0634 3.6734 1.1441 -0.19 0.83 0.06
C 2.2245 4.5706 0.2268 0.05 0.04 0.32
C 0.7044 4.3082 0.3592 1.17 -0.65 0.27
O 0.4497 2.8960 0.1107 0.17 2.56 -0.76
C -0.9096 2.7058 -0.1397 -1.24 -0.13 1.67
N 2.5048 6.0019 0.5173 -0.58 -0.66 0.01
H 2.8540 2.6160 0.9829 0.14 0.14 0.08
H 2.8504 3.9640 2.1728 -0.19 -0.34 -0.01
H 4.1289 3.8850 1.0541 0.08 -0.15 -0.47
H 2.4750 4.3866 -0.8179 0.02 -0.36 -0.21
H 0.2028 4.9866 -0.3309 -0.41 -0.27 -0.32
H 0.3419 4.5070 1.3678 -0.02 0.45 -0.51
H -1.4868 3.0648 0.7124 -0.20 0.02 0.33
H -1.0914 1.6357 -0.2388 0.14 0.35 0.22
H -1.2920 3.2072 -1.0289 -0.02 0.28 0.63
H 3.4416 6.2235 0.2117 0.27 -0.07 0.13
H 1.9098 6.5416 -0.0950 -0.18 0.35 -0.03
C 0.1991 2.7745 -2.5443 1.19 -1.51 0.53
C 1.4496 1.8243 -2.4247 -0.92 0.13 -1.29
C 1.2370 0.4752 -3.2272 -1.38 3.32 -1.80
O 0.0819 -0.1820 -2.6162 4.79 2.19 -17.03
C -0.3233 -1.3149 -3.3328 -0.16 -0.79 -2.72
N 2.5934 2.4797 -2.9784 1.08 -0.22 -1.27
H 0.4314 3.6328 -1.9138 -0.12 -0.01 -0.48
H -0.6168 2.2115 -2.0910 0.45 0.69 -1.22
H -0.0169 3.1148 -3.5571 0.11 -0.37 -0.17
H 1.6871 1.6136 -1.3820 -0.42 -0.10 -0.12
H 2.0753 -0.2214 -3.2152 -1.82 3.32 -2.32
H 1.0504 0.5659 -4.2973 -0.79 0.94 -0.15
H -0.7865 -1.0283 -4.2770 0.38 0.37 -0.33
H -1.1275 -1.8095 -2.7881 1.77 0.37 -2.36
H 0.4740 -2.0379 -3.5047 0.13 0.28 -0.03
H 2.2944 2.7597 -3.9017 0.43 0.20 -0.41
H 2.8844 3.3354 -2.5276 -0.23 -0.12 0.44
C 2.0872 -4.9838 -0.3087 0.65 -1.20 -1.35
C 2.9037 -3.8507 0.2863 -1.51 0.14 -0.17
C 2.6153 -2.4688 -0.3691 -0.19 -0.03 -0.30
O 2.8414 -2.4272 -1.8004 0.99 -0.99 0.39
C 2.9049 -1.1147 -2.3882 0.62 -4.04 4.28
N 2.4773 -3.8080 1.6969 1.22 0.89 0.04
H 2.5149 -5.9485 -0.0358 0.49 -0.05 0.09
H 2.1281 -4.9457 -1.3973 -0.22 -0.11 -0.19
H 1.0538 -5.1148 0.0124 0.39 0.60 0.18
H 3.9644 -4.0759 0.1751 0.05 0.09 0.21
H 3.1610 -1.6653 0.1256 0.75 -0.21 0.13
H 1.5858 -2.1471 -0.2122 0.12 -0.99 0.24
H 3.6227 -0.5311 -1.8118 0.45 0.47 -0.61
H 1.9262 -0.6673 -2.2150 1.74 -2.44 2.18
H 3.1057 -1.2811 -3.4465 0.39 0.04 0.14
H 2.7786 -4.6705 2.1277 0.08 -0.09 0.17
H 1.4679 -3.8391 1.6873 -0.34 -0.04 -0.04
C 1.3839 3.4601 6.0220 0.59 -1.35 -0.59
C 1.0194 4.1962 4.7284 1.03 -0.31 1.71
C 0.7149 3.3008 3.5198 -0.55 -0.42 0.05
O 1.5996 2.1926 3.2836 -0.19 1.11 0.51
C 1.0551 1.2454 2.3646 0.27 0.44 1.28
N -0.1142 5.0166 5.1272 -1.03 0.74 -0.71
H 2.2385 2.7921 5.9148 0.18 0.07 -0.38
H 0.5739 2.7686 6.2541 -0.26 0.27 0.39
H 1.6544 4.0949 6.8657 -0.44 0.29 -0.12
H 1.8650 4.8235 4.4465 0.30 0.08 -0.09
H 0.7038 4.0283 2.7082 0.26 -0.54 0.05
H -0.2918 2.8843 3.5542 -0.35 0.13 0.43
H 0.7942 1.6611 1.3914 0.42 0.47 1.66
H 0.1774 0.7765 2.8094 -0.30 -0.12 0.01
H 1.8129 0.4684 2.2642 0.13 0.16 -0.02
H -0.0490 5.3860 6.0650 0.34 -0.60 0.31
H -0.2073 5.8777 4.6076 0.00 -0.10 -0.70
C -0.2435 -3.4614 -1.4006 -1.09 -0.51 0.17
C -1.4941 -2.5895 -1.1447 -0.16 -0.13 1.21
C -2.8084 -3.4312 -1.0866 0.48 -0.53 -1.78
O -2.8906 -4.0759 -2.3711 1.16 -0.02 0.13
C -3.8948 -5.0392 -2.4125 0.04 0.37 -0.81
N -1.2902 -1.8455 0.0909 -5.20 -4.51 2.68
H -0.0462 -4.0446 -0.5011 -0.12 0.74 -0.48
H 0.6211 -2.8358 -1.6224 -0.29 -0.59 -0.16
H -0.4177 -4.2707 -2.1097 0.05 0.48 -0.70
H -1.5715 -1.8099 -1.9026 -1.84 -1.32 2.51
H -3.7150 -2.8328 -0.9966 0.43 -0.84 -0.13
H -2.7990 -4.1905 -0.3046 0.29 -0.04 0.28
H -4.8285 -4.4777 -2.4449 -0.67 -0.54 0.55
H -3.7709 -5.7728 -1.6159 -0.44 0.04 0.27
H -3.8233 -5.5656 -3.3643 0.11 -0.03 -0.04
H -2.1747 -1.3748 0.2179 1.39 -0.15 0.50
H -0.5779 -1.1295 0.0794 -1.90 -2.35 1.32
C -0.9199 -2.8777 2.4488 -1.12 -0.29 -0.30
C 0.2533 -2.1342 3.0118 0.86 -0.48 0.66
O -0.1731 -1.3401 4.1142 -0.39 0.22 -0.26
O -0.6438 -3.6360 1.2957 2.04 -3.83 4.42
H -1.6532 -2.1443 2.1133 0.04 0.34 0.42
H -1.4494 -3.4703 3.1949 0.35 -0.28 0.29
H 0.7279 -1.5694 2.2094 -0.19 0.04 0.46
H 1.0564 -2.7885 3.3510 -0.14 -0.29 0.10
H 0.5885 -0.8797 4.4742 0.08 -0.02 0.02
H -0.9639 -3.0789 0.5824 -0.74 1.85 -0.18
```
Positions in Å, forces in eV/Å.

Löwdin population analysis, charges in e, atoms 1 to 99: -0.1000, -0.1692, 0.0454, 0.0727, 0.0830, -0.3104, -0.0489, -0.3723, -0.1494, -0.3245, -0.0250, 0.0498, 0.0860, 0.0969, 0.0631, 0.1311, 0.1326, 0.1362, 0.0963, 0.0980, 0.0965, 0.0712, 0.0719, -0.0244, -0.3906, -0.1495, -0.2766, -0.1416, 0.0433, 0.0781, 0.0708, 0.0829, 0.1046, 0.1271, 0.0974, 0.1149, 0.0873, 0.0835, 0.0698, 0.0616, -0.0303, -0.3319, -0.0974, -0.1595, -0.0108, 0.0490, 0.0623, 0.0122, 0.1033, 0.1223, 0.0011, 0.1482, 0.1290, 0.0360, 0.1311, 0.0755, 0.0590, -0.0834, -0.3538, -0.1770, -0.1634, -0.0996, 0.0447, 0.0779, 0.0801, 0.0621, 0.1369, 0.1223, 0.0760, 0.1336, 0.0345, 0.1390, 0.0768, 0.0292, -0.0668, -0.4197, -0.1855, -0.1728, -0.1147, 0.0260, 0.0713, 0.0842, 0.0746, 0.1292, 0.0704, 0.1306, 0.0337, 0.1012, 0.1081, 0.0648, 0.0676, -0.0120, -0.2951, -0.1061, -0.1998, -0.1193, 0.0173, 0.0457, 0.0646